Molecular formula: C2H2F2O3
Method: DFT, the ωB97M-V functional and the def2-TZVPD basis

The value obtained for the energy relative to the best compared isomer or geometry (same formula, charge and spin) is 47.7 kcal/mol. As for the maximum force: 0.05017 Eh/bohr. The total energy is -13682.3050 eV. As for the orbital gap: 10.85 eV.

ORCA input file:
```
! RIJCOSX wB97M-V def2-TZVPD def2/J DEFGRID3
* xyz 0 1
C 1.131 0.289 -0.089
C -0.360 -0.240 -0.305
O 1.486 1.406 -0.321
O -0.823 -1.458 -0.409
O -1.273 0.688 -0.139
F 1.941 -0.756 -0.112
F 0.510 0.030 1.550
H -1.818 -1.522 -0.275
H -0.793 1.562 0.100
*
```